The following is a quantum chemistry calculation of a 4-piece molecular cluster, C16H42BClN2O5Si overall, from the OMol25 dataset.

**Energy**: -51567.3133 eV
**Orbital gap**: 9.850 eV
**E_LUMO**: 0.021 Eh
**Multiplicity**: 1
**SMILES string**: NCC[Si@H](CC(=O)Cl)B(N)O.CCOCC.CCOCC.CCOCC
**HOMO level**: -9.277 eV

Cartesian coordinates (Å):
N 2.32 -3.87 0.47
C 1.92 -3.00 -0.68
C 0.36 -3.11 -1.07
Si -0.82 -3.17 0.44
C -1.96 -4.71 0.40
C -3.08 -4.69 -0.73
O -3.09 -3.98 -1.74
Cl -4.48 -5.88 -0.51
B -1.73 -1.46 0.63
N -2.77 -0.90 -0.26
O -1.33 -0.61 1.77
H 2.99 -4.59 0.19
H 2.73 -3.28 1.21
H 2.17 -1.90 -0.50
H 2.50 -3.37 -1.59
H 0.08 -2.15 -1.66
H 0.12 -3.99 -1.76
H 0.04 -3.33 1.64
H -1.28 -5.61 0.15
H -2.36 -4.94 1.45
H -3.33 -0.21 0.28
H -3.40 -1.61 -0.65
H -1.24 -1.15 2.58
C -1.97 5.10 -0.26
C -2.54 3.75 0.10
O -2.49 2.80 -0.96
C -1.19 2.49 -1.45
C -0.27 1.89 -0.39
H -2.48 5.52 -1.13
H -2.07 5.80 0.58
H -0.91 5.04 -0.51
H -3.60 3.87 0.35
H -2.06 3.34 1.00
H -0.74 3.37 -1.92
H -1.33 1.75 -2.25
H -0.09 2.59 0.43
H 0.70 1.64 -0.83
H -0.71 0.99 0.04
C 1.67 -3.93 6.13
C 1.71 -2.84 5.08
O 0.44 -2.27 4.79
C -0.23 -1.65 5.88
C 0.55 -0.50 6.49
H 0.99 -4.73 5.82
H 2.67 -4.35 6.28
H 1.32 -3.56 7.09
H 2.07 -3.27 4.14
H 2.42 -2.05 5.35
H -0.49 -2.40 6.64
H -1.18 -1.27 5.49
H 1.50 -0.82 6.91
H -0.03 -0.03 7.30
H 0.76 0.26 5.74
C 3.18 3.34 -6.30
C 2.37 2.69 -5.19
O 1.85 3.61 -4.25
C 0.97 4.60 -4.76
C -0.27 4.03 -5.42
H 4.01 3.91 -5.87
H 3.59 2.58 -6.97
H 2.58 4.02 -6.89
H 3.02 2.01 -4.63
H 1.56 2.07 -5.60
H 1.51 5.27 -5.44
H 0.66 5.22 -3.91
H -0.03 3.41 -6.28
H -0.93 4.83 -5.76
H -0.82 3.40 -4.71